36
Properties=species:S:1:pos:R:3 method="wB97M-V/def2-TZVPD" homo_ev="-11.4 / -10.8" lumo_ha="-0.263 / -0.263" max_force_ev_per_a=5.64 gap_ev="4.3 / 3.7" s_squared=0.972 total_charge=+1 multiplicity=2
C 2.55 3.06 0.76
C 1.74 1.83 0.33
C 1.50 1.80 -1.17
C 0.79 0.50 -1.61
N -0.59 0.50 -1.21
Al -1.19 -0.39 0.39
C -3.18 -0.78 0.07
C -4.04 0.18 0.81
O -3.91 0.57 1.96
C -0.22 -2.14 0.68
C 1.12 -2.00 1.41
C 2.35 -2.34 0.60
O 2.20 -3.50 -0.20
H 3.31 3.31 0.05
H 3.05 2.83 1.69
H 1.89 3.89 0.96
H 2.31 0.94 0.58
H 0.79 1.85 0.86
H 2.46 1.81 -1.66
H 0.91 2.65 -1.48
H 0.87 0.44 -2.69
H 1.34 -0.34 -1.19
H -1.20 0.35 -2.02
H -1.04 0.52 1.68
H -3.44 -0.70 -0.99
H -3.42 -1.79 0.38
H -4.94 0.57 0.27
H -0.13 -2.72 -0.23
H -0.90 -2.69 1.32
H 1.20 -1.00 1.83
H 1.09 -2.66 2.26
H 2.71 -1.51 0.00
H 3.15 -2.57 1.30
H 1.84 -3.25 -1.04
O -4.95 0.77 -2.36
V -6.03 2.00 -2.35

11
Properties=species:S:1:pos:R:3 method="wB97M-V/def2-TZVPD" homo_ev=-15.6 lumo_ha=-0.166 max_force_ev_per_a=4.64 gap_ev=11.1 e_above_lowest_kcal_mol=18.8 total_charge=+1
C -1.41 -0.16 0.85
N 1.52 0.30 -1.18
C 0.78 0.41 -0.11
N -0.23 -0.47 0.04
H -1.51 0.87 1.06
H -2.22 -0.65 0.38
H -1.40 -0.63 1.82
H 1.72 -0.61 -1.67
H 2.27 0.94 -1.16
H 1.05 1.07 0.67
H -0.57 -1.07 -0.71

25
Properties=species:S:1:pos:R:3 method="wB97M-V/def2-TZVPD" homo_ev=-11.8 lumo_ha=-0.176 max_force_ev_per_a=6.46 gap_ev=7.0 e_above_lowest_kcal_mol=56.0 total_charge=+1
C 0.92 -2.19 1.32
C 0.73 -1.11 2.14
C 1.87 -2.06 0.30
C 2.15 -0.67 0.10
C -2.02 1.45 0.14
C -0.72 1.52 -0.13
C 2.46 -2.93 -0.63
C 0.94 1.73 -1.84
C 0.01 0.82 -1.18
N -0.26 -0.35 -1.71
S 1.54 0.18 1.38
H 0.75 -3.31 1.50
H 0.16 -0.87 3.09
H -2.29 2.01 0.96
H -2.81 0.76 -0.14
H -0.08 2.07 0.43
H 3.41 -2.60 -1.00
H 2.71 -3.87 -0.16
H 1.63 -3.15 -1.41
H 1.28 2.55 -1.21
H 0.36 2.25 -2.65
H 1.59 1.05 -2.44
H 0.12 -0.52 -2.66
H -1.08 -0.65 -1.22
H 2.89 -0.15 -0.44